Entry 1:
DFT (wB97M-V/def2-TZVPD) results for the ion C7H13N4 with charge +1 at a distorted geometry.

The geometry in ORCA input format:
```
! wB97M-V def2-TZVPD RIJCOSX def2/J DEFGRID3
* xyz 1 1
C -1.63 -1.63 -0.70
C 1.47 -0.77 0.08
C -1.71 -0.33 1.28
C -0.35 -1.18 -1.27
C -0.17 0.94 -0.30
C 2.74 -1.21 0.72
C -0.09 2.17 -1.16
N -2.20 -1.30 0.38
N 0.81 -1.51 -0.70
N 0.99 0.51 0.36
N -1.34 0.99 0.62
H -2.18 -2.35 -1.30
H -2.51 -0.11 2.00
H -0.83 -0.70 1.83
H -0.34 -1.13 -2.36
H 3.10 -2.11 0.23
H 2.57 -1.44 1.77
H 3.50 -0.44 0.66
H 0.06 3.07 -0.57
H -1.00 2.29 -1.75
H 0.75 2.07 -1.85
H 1.70 1.18 0.62
H -2.15 1.29 0.07
H -1.20 1.68 1.37
*
```

The LUMO energy comes out at -3.872 eV. The value obtained for the HOMO energy is -12.5 eV.

natural (NBO) atomic charge list, values in e, 5 entries: C 0.115; C 0.505; C -0.081; C 0.050; C 0.195


Entry 2:
DFT (wB97M-V/def2-TZVPD) results for the ion C7H13N4O3S with charge +1 at a distorted geometry.

The geometry in ORCA input format:
```
! wB97M-V def2-TZVPD RIJCOSX def2/J DEFGRID3
* xyz 1 3
C 2.34 1.60 0.71
C 2.46 -0.62 0.88
C -1.04 0.76 -0.23
C 0.96 -0.64 0.71
C 0.43 0.43 -0.24
C 3.26 -1.81 0.70
C -1.59 -0.71 -2.04
N 3.08 0.53 0.85
N 1.17 1.70 0.07
N -1.87 0.11 -0.97
N -1.56 1.58 0.68
O -4.02 1.36 0.04
O -4.25 -0.76 -1.21
O -3.08 -0.66 1.07
S -3.64 -0.05 -0.14
H 2.89 2.49 1.13
H 0.55 -1.67 0.57
H 0.54 -0.34 1.74
H 0.55 0.14 -1.33
H 2.93 -2.70 1.33
H 4.26 -1.49 1.00
H 3.11 -2.26 -0.32
H -0.71 -1.31 -1.94
H -2.48 -1.44 -2.06
H -1.56 -0.25 -3.07
H 0.68 2.63 -0.25
H -0.91 1.55 1.50
H -2.51 1.85 0.82
*
```

The LUMO energy (spin up / spin down) comes out at -4.998 / -9.296 eV. As for the expectation value of S²: 2.0371. The value obtained for the HOMO energy (spin up / spin down) is -9.9 / -13.7 eV.

natural (NBO) atomic charge list, values in e, 5 entries: C 0.197; C 0.236; C 0.491; C -0.492; C -0.113


Entry 3:
DFT (wB97M-V/def2-TZVPD) results for the ion C7H13N5O3 with charge +2 at a distorted geometry.

The geometry in ORCA input format:
```
! wB97M-V def2-TZVPD RIJCOSX def2/J DEFGRID3
* xyz 2 1
C -1.04 0.24 0.30
C 0.18 1.14 2.43
C 1.87 0.20 -1.85
C 2.92 1.24 -1.53
C -1.32 -2.61 -0.54
C -0.80 -0.02 1.64
C -0.04 -1.87 -0.79
N -1.84 1.08 -1.62
N -1.06 0.27 -2.03
N -1.93 1.13 -0.27
N -0.47 1.87 3.36
N -0.31 -0.33 -0.93
O 1.28 1.23 2.08
O 1.68 -0.56 -2.73
O 0.92 0.39 -0.88
H 3.94 0.69 -1.85
H 2.77 1.98 -2.33
H 2.88 1.46 -0.50
H -2.15 -1.99 0.05
H -1.75 -3.09 -1.54
H -1.07 -3.55 0.06
H -0.14 -0.97 1.78
H -1.68 -0.05 2.21
H 0.26 -2.32 -1.82
H 0.86 -2.04 -0.13
H -2.51 1.90 0.16
H -1.45 1.84 3.63
H 0.01 2.74 3.65
*
```

The LUMO energy comes out at -10.913 eV. As for the structure (SMILES): CC[N@@+]1(OC(C)=O)N=N[NH+]=C1CC(N)=O. The value obtained for the HOMO energy is -18.3 eV.

natural (NBO) atomic charge list, values in e, 5 entries: C 0.654; C 0.766; C 0.791; C -0.714; C -0.691


Entry 4:
DFT (wB97M-V/def2-TZVPD) results for a cluster of 2 separate species, C7H13N6O in total at a distorted geometry.

The geometry in ORCA input format:
```
! wB97M-V def2-TZVPD RIJCOSX def2/J DEFGRID3
* xyz 1 1
C 1.70 -2.00 -0.12
C 1.26 0.88 0.48
C 2.45 0.40 0.15
C 2.75 -1.01 -0.13
C 3.90 1.02 0.00
C 0.42 -1.51 0.18
C -3.75 -0.17 -0.29
N 4.74 0.08 -0.31
N 0.03 -0.31 0.46
N 4.05 -1.15 -0.36
N 4.27 2.31 -0.10
N -4.86 -0.60 0.50
N -4.16 0.83 -1.16
O -2.64 0.30 0.52
H 1.92 -2.94 -0.47
H 0.97 1.92 0.53
H -0.35 -2.20 0.37
H -3.30 -1.03 -0.76
H -0.95 -0.19 0.35
H 4.69 -1.97 -0.32
H 3.69 3.11 0.26
H 5.25 2.59 -0.08
H -4.85 -1.52 1.09
H -5.24 0.11 1.10
H -4.82 1.46 -0.69
H -4.79 0.28 -1.87
H -2.37 1.30 0.67
*
```

The LUMO energy comes out at -4.258 eV. The value obtained for the HOMO energy is -12.0 eV.

natural (NBO) atomic charge list, values in e, 5 entries: C -0.317; C 0.105; C -0.174; C 0.276; C 0.391


Entry 5:
DFT (wB97M-V/def2-TZVPD) results for a structure of composition C7H13NO at a distorted geometry.

The geometry in ORCA input format:
```
! wB97M-V def2-TZVPD RIJCOSX def2/J DEFGRID3
* xyz 0 1
C 0.94 0.76 0.35
C 1.84 -1.71 0.32
C -1.63 -0.60 1.08
C -2.44 0.45 -1.07
C 1.89 -0.33 -0.29
C -1.26 0.06 -0.22
N 1.33 2.11 0.10
C -0.02 0.20 -0.74
O 2.85 0.04 -0.95
H 0.68 0.54 1.38
H 1.72 2.21 -0.83
H 2.01 2.44 0.77
H 0.10 0.68 -1.71
H 1.05 -2.28 -0.17
H 1.63 -1.71 1.39
H 2.79 -2.22 0.16
H -2.49 -1.25 0.94
H -0.82 -1.18 1.51
H -2.14 1.10 -1.89
H -2.91 -0.44 -1.49
H -3.19 0.96 -0.47
H -1.91 0.16 1.81
*
```

The LUMO energy comes out at 0.655 eV. The value obtained for the HOMO energy is -7.9 eV.

natural (NBO) atomic charge list, values in e, 5 entries: C -0.134; C -0.713; C -0.673; C -0.655; C 0.551


Entry 6:
DFT (wB97M-V/def2-TZVPD) results for the molecule C7H13NO at a distorted geometry.

The geometry in ORCA input format:
```
! wB97M-V def2-TZVPD RIJCOSX def2/J DEFGRID3
* xyz 0 1
C -1.74 -0.56 -0.94
C -1.09 -1.29 -0.12
C 0.33 0.68 0.40
C -0.63 -2.56 0.46
C 1.73 0.25 0.61
C -0.47 1.10 1.69
C 0.63 1.44 -2.04
N -0.15 1.26 -0.81
O -1.41 0.81 -1.25
H -2.55 -0.62 -1.64
H -0.40 -3.27 -0.25
H -1.47 -2.92 1.06
H 0.07 -2.39 1.26
H 1.78 -0.38 1.55
H 2.39 1.01 0.84
H 2.28 -0.31 -0.11
H 0.14 1.78 2.29
H -0.41 0.22 2.33
H -1.51 1.27 1.42
H 1.52 0.78 -1.93
H 0.09 1.28 -2.89
H 0.87 2.41 -1.91
*
```

The LUMO energy (spin up / spin down) comes out at 0.895 / 0.894 eV. The value obtained for the HOMO energy (spin up / spin down) is -7.1 / -7.1 eV.

natural (NBO) atomic charge list, values in e, 5 entries: C -0.039; C -0.073; C 0.273; C -0.679; C -0.695


Entry 7:
DFT (wB97M-V/def2-TZVPD) results for the molecule C7H13NO at a distorted geometry.

The geometry in ORCA input format:
```
! wB97M-V def2-TZVPD RIJCOSX def2/J DEFGRID3
* xyz 0 1
C 0.05 0.27 -0.46
C -0.72 1.50 -0.95
C 1.56 0.48 -0.64
C 0.45 0.62 2.05
C -0.33 -0.97 -1.43
C -0.38 -0.07 0.93
N 0.14 -2.17 -1.01
C -1.46 -0.77 1.23
O -0.89 -0.83 -2.49
H -0.07 -2.98 -1.57
H 0.47 -2.31 -0.07
H -0.40 2.39 -0.41
H -0.53 1.64 -2.01
H 2.12 -0.36 -0.24
H 1.88 1.39 -0.14
H 1.78 0.58 -1.70
H 0.57 1.69 1.87
H -0.06 0.50 3.00
H 1.44 0.17 2.12
H -1.79 1.36 -0.82
H -2.08 -1.22 0.48
H -1.76 -0.93 2.26
*
```

The LUMO energy comes out at 0.793 eV. As for the structure (SMILES): C=C(C)C(C)(C)C(N)=O. The value obtained for the HOMO energy is -9.4 eV.

natural (NBO) atomic charge list, values in e, 5 entries: C -0.192; C -0.592; C -0.601; C -0.645; C 0.701


Entry 8:
DFT (wB97M-V/def2-TZVPD) results for the molecule C7H13NO2 at a distorted geometry.

The geometry in ORCA input format:
```
! wB97M-V def2-TZVPD RIJCOSX def2/J DEFGRID3
* xyz 0 1
C 2.07 -1.19 -0.13
C 0.95 0.84 -0.77
C -0.36 1.58 -0.76
C -1.16 1.43 0.50
C -1.26 -0.08 0.86
C 0.15 -0.66 1.06
C -1.98 -0.90 -0.25
H 2.95 -0.52 -0.07
H 2.19 -1.71 0.79
H 2.33 -1.95 -0.93
H 1.66 1.38 -0.17
H 1.27 0.88 -1.86
H -0.99 1.20 -1.62
H -0.16 2.62 -1.00
H -0.68 2.06 1.26
H -2.06 1.90 0.33
H -1.81 -0.26 1.77
H 0.08 -1.79 1.28
H 0.62 -0.20 1.91
H -0.28 -1.68 -0.60
N 0.82 -0.49 -0.29
O -1.23 -1.79 -0.83
O -3.14 -0.68 -0.50
*
```

The LUMO energy comes out at 0.716 eV. As for the structure (SMILES): CN1CCC[C@@H](C(=O)O)C1. The value obtained for the HOMO energy is -9.5 eV.

natural (NBO) atomic charge list, values in e, 5 entries: C -0.423; C -0.209; C -0.404; C -0.395; C -0.348


Entry 9:
DFT (wB97M-V/def2-TZVPD) results for a cluster of 3 separate species, C7H13NO2 in total at a distorted geometry.

The geometry in ORCA input format:
```
! wB97M-V def2-TZVPD RIJCOSX def2/J DEFGRID3
* xyz 0 1
C 1.11 0.86 0.33
C 2.42 1.08 0.07
N 2.63 0.88 -1.27
C 1.47 0.46 -1.84
C 0.48 0.44 -0.90
C -0.96 0.36 -1.08
C -1.86 0.09 -0.13
C -3.33 0.20 -0.35
H 0.71 1.05 1.31
H 3.23 1.29 0.75
H 3.52 1.00 -1.71
H 1.40 0.25 -2.88
H -1.44 0.66 -2.01
H -1.48 -0.28 0.82
H -3.59 -0.19 -1.32
H -3.91 -0.37 0.37
H -3.77 1.20 -0.22
H -0.16 -0.41 2.59
H 0.73 -0.26 3.84
O -0.17 -0.38 3.55
H 0.76 -2.14 -0.54
H 0.93 -3.33 0.42
O 1.28 -2.46 0.21
*
```

The LUMO energy comes out at 0.787 eV. As for the structure (SMILES): C/C=C/c1cc[nH]c1.O.O. The value obtained for the HOMO energy is -8.1 eV.

natural (NBO) atomic charge list, values in e, 5 entries: C -0.285; C -0.060; N -0.504; C -0.039; C -0.174


Entry 10:
DFT (wB97M-V/def2-TZVPD) results for a structure of composition C7H13NO2PYb at a distorted geometry.

The geometry in ORCA input format:
```
! wB97M-V def2-TZVPD RIJCOSX def2/J DEFGRID3
* xyz 0 2
C 1.93 -0.96 0.32
C 1.88 -0.19 1.51
C 0.87 -0.73 2.34
C 0.31 -1.87 1.67
C 0.97 -2.01 0.43
Yb -0.39 0.03 0.49
P 0.09 0.61 -2.61
H 2.69 -0.88 -0.45
H 2.53 0.64 1.76
H 0.59 -0.38 3.34
H 0.84 -2.83 -0.27
H -0.48 -2.52 2.07
H -0.14 -0.32 -3.68
H 1.16 1.28 -3.28
H -0.91 1.53 -3.06
N -4.16 2.72 0.98
C -4.30 1.25 1.32
C -2.86 0.79 1.19
O -2.25 0.01 1.98
O -2.29 1.36 0.17
H -3.60 3.17 1.72
H -5.04 3.23 0.91
H -3.63 2.69 0.08
H -4.72 1.12 2.32
H -4.93 0.78 0.57
*
```

The LUMO energy (spin up / spin down) comes out at 0.193 / 0.069 eV. As for the expectation value of S²: 0.7506. The value obtained for the HOMO energy (spin up / spin down) is -3.4 / -7.2 eV.

natural (NBO) atomic charge list, values in e, 5 entries: C -0.371; C -0.376; C -0.396; C -0.396; C -0.394


Entry 11:
DFT (wB97M-V/def2-TZVPD) results for a cluster of 2 separate species, C7H13NO2S2 in total at a distorted geometry.

The geometry in ORCA input format:
```
! wB97M-V def2-TZVPD RIJCOSX def2/J DEFGRID3
* xyz 0 1
C 2.06 -1.97 0.23
C 2.46 0.23 -0.04
C 2.50 2.63 -0.42
C -1.93 0.89 0.45
C -1.43 -0.37 1.03
C -1.97 -1.42 0.04
C -3.17 -0.63 -0.63
H 3.13 -2.09 -0.24
H 1.20 -2.60 -0.37
H 2.14 -2.10 1.37
H 3.15 3.02 0.43
H 1.66 3.39 -0.67
H 3.15 2.49 -1.25
H -0.40 -0.36 1.00
H -2.00 -0.58 2.04
H -2.23 -2.39 0.47
H -1.10 -1.62 -0.55
H -3.27 -0.78 -1.75
H -4.19 -0.96 -0.34
H -3.18 1.40 -0.90
N -2.80 0.66 -0.45
O 1.54 -0.69 -0.01
O 1.77 1.35 -0.24
S 4.13 0.10 0.21
S -1.22 2.40 0.59
*
```

The LUMO energy comes out at 0.684 eV. As for the structure (SMILES): COC(=S)OC.S=C1CCCN1. The value obtained for the HOMO energy is -8.0 eV.

natural (NBO) atomic charge list, values in e, 5 entries: C -0.300; C 0.551; C -0.270; C 0.179; C -0.479


Entry 12:
DFT (wB97M-V/def2-TZVPD) results for a structure of composition C7H13O5Rb at a distorted geometry.

The geometry in ORCA input format:
```
! wB97M-V def2-TZVPD RIJCOSX def2/J DEFGRID3
* xyz 0 1
Rb 1.90 0.59 -1.31
O -2.47 2.50 -3.09
C -1.09 2.52 -3.12
O -0.56 1.96 -2.10
O -0.46 3.10 -4.02
H -2.47 2.03 -2.22
C 0.16 -3.80 0.34
C 0.51 -2.77 -0.70
O 1.53 -2.10 -0.68
C -0.47 -2.55 -1.84
H -0.04 -4.72 -0.22
H -0.74 -3.51 0.88
H 0.99 -3.91 1.03
H -0.18 -1.66 -2.41
H -1.46 -2.39 -1.41
H -0.55 -3.36 -2.56
C 1.37 2.54 1.67
C 0.73 1.21 2.08
O 1.02 0.13 1.63
C -0.39 1.32 3.12
H 2.35 2.67 2.15
H 0.76 3.32 2.12
H 1.47 2.69 0.59
H -0.01 1.92 3.95
H -0.73 0.35 3.47
H -1.17 1.91 2.64
*
```

The LUMO energy comes out at -0.304 eV. The value obtained for the HOMO energy is -7.5 eV.

natural (NBO) atomic charge list, values in e, 5 entries: Rb 0.978; O -0.725; C 0.941; O -0.946; O -0.737


| no. | energy (Ha) |
| --- | --- |
| 1 | -493.2331 |
| 2 | -1117.0010 |
| 3 | -773.1491 |
| 4 | -677.9859 |
| 5 | -404.4291 |
| 6 | -404.2723 |
| 7 | -404.5217 |
| 8 | -479.7367 |
| 9 | -479.7262 |
| 10 | -1979.7050 |
| 11 | -1276.0420 |
| 12 | -674.8475 |